(1)
# C4H6O

A molecular structure, C4H6O in a non-equilibrium geometry (ωB97M-V/def2-TZVPD, the OMol25 dataset).

2S+1: 1
Orbital gap: 10.56 eV
Net charge: 0
Relative energy (zero: lowest compared OMol25 entry of this formula, charge and spin): 2.939 eV
E_tot: -6288.97875 eV

Structure (XYZ):
```
11
C4H6O, DFT ωB97M-V/def2-TZVPD
O 2.694 -0.253 0.152
C 1.553 -0.317 -0.194
C 0.255 0.133 0.674
C -0.744 0.943 -0.144
C -0.964 -0.509 0.153
H 0.751 -1.000 -1.298
H 0.524 0.313 1.718
H -1.313 1.762 0.304
H -0.432 1.145 -1.171
H -1.782 -0.985 0.705
H -0.542 -1.232 -0.899
```



(2)
# C33H41BN6OPdS

A molecular structure, C33H41BN6OPdS in a non-equilibrium geometry (ωB97M-V/def2-TZVPD, the OMol25 dataset).

2S+1: 5
Orbital gap (alpha / beta): 8.74 / 4.08 eV
Net charge: +2
Relative energy (zero: lowest compared OMol25 entry of this formula, charge and spin): 1.486 eV
E_tot: -60847.38176 eV

Structure (XYZ):
```
84
C33H41BN6OPdS, DFT ωB97M-V/def2-TZVPD
Pd 0.232 -0.181 0.679
C 3.672 0.773 -0.785
C 3.531 -0.425 0.085
C 4.533 -1.327 0.414
C 3.949 -2.251 1.284
C 4.590 -3.423 1.928
N 2.660 -1.893 1.450
N 2.395 -0.796 0.705
B 1.613 -2.557 2.371
N 1.075 -1.504 3.348
N 0.529 -0.346 2.909
C 0.190 0.378 3.974
C -0.420 1.730 3.894
C 0.522 -0.337 5.130
C 1.083 -1.524 4.697
C 1.625 -2.639 5.521
N 0.445 -3.086 1.498
N -0.342 -2.274 0.774
C -1.260 -3.023 0.116
C -2.335 -2.438 -0.728
C -1.032 -4.353 0.409
C 0.060 -4.367 1.295
C 0.694 -5.541 1.929
H 4.727 0.943 -0.979
H 3.252 1.661 -0.311
H 3.175 0.620 -1.741
H 5.554 -1.307 0.070
H 5.633 -3.477 1.627
H 4.098 -4.352 1.638
H 4.544 -3.349 3.015
H 2.108 -3.454 2.964
H -0.475 2.061 2.859
H 0.175 2.444 4.463
H -1.422 1.718 4.324
H 0.374 -0.016 6.147
H 1.499 -2.405 6.574
H 2.687 -2.792 5.324
H 1.107 -3.575 5.309
H -2.397 -1.362 -0.581
H -3.293 -2.882 -0.458
H -2.155 -2.660 -1.780
H -1.588 -5.197 0.038
H 0.165 -6.443 1.635
H 0.668 -5.453 3.017
H 1.740 -5.634 1.630
O 0.522 -0.178 -1.621
S 0.671 1.024 -2.527
C -0.921 1.867 -2.545
C -0.959 3.158 -3.054
C -2.189 3.777 -3.216
C -3.355 3.121 -2.837
C -3.299 1.843 -2.296
C -2.074 1.205 -2.153
C 0.588 0.362 -4.197
C -0.068 -0.833 -4.436
C -0.163 -1.281 -5.744
C 0.399 -0.544 -6.779
C 1.063 0.646 -6.517
C 1.169 1.105 -5.213
H -0.040 3.665 -3.326
H -2.238 4.770 -3.643
H -4.312 3.611 -2.960
H -4.210 1.339 -2.000
H -2.007 0.194 -1.774
H -0.484 -1.401 -3.615
H -0.676 -2.209 -5.960
H 0.337 -0.909 -7.796
H 1.508 1.212 -7.324
H 1.697 2.025 -4.989
C -3.938 3.365 0.195
C -2.498 3.747 0.585
C -1.905 4.754 -0.423
C -2.484 4.367 2.000
C -1.683 2.550 0.580
C -0.977 1.512 0.578
H -4.559 4.260 0.194
H -4.362 2.656 0.907
H -3.965 2.920 -0.800
H -2.584 5.601 -0.509
H -1.788 4.299 -1.406
H -0.935 5.118 -0.085
H -3.078 5.280 1.979
H -1.471 4.626 2.310
H -2.920 3.692 2.735
```



(3)
# CHF2O4S

A gas-phase ion, CHF2O4S (charge -1) in a non-equilibrium geometry (ωB97M-V/def2-TZVPD, the OMol25 dataset).

2S+1: 1
Orbital gap: 9.23 eV
Net charge: -1
SMILES: O=S(=O)(O)C([O-])(F)F
Relative energy (zero: lowest compared OMol25 entry of this formula, charge and spin): 0.379 eV
E_tot: -25514.78712 eV

Structure (XYZ):
```
9
CHF2O4S, DFT ωB97M-V/def2-TZVPD
O 2.019 0.510 0.791
S 0.860 0.480 -0.081
O 1.068 1.078 -1.413
O -0.264 1.547 0.660
C -0.596 -1.015 -0.110
O -1.505 -0.462 -0.622
F 0.175 -2.028 -0.693
F -0.542 -1.297 1.168
H -1.215 1.186 0.300
```



(4)
# C17H30BrN5O2PdSSi

A molecular structure, C17H30BrN5O2PdSSi (ωB97M-V/def2-TZVPD, the OMol25 dataset).

2S+1: 1
Orbital gap: 4.81 eV
Net charge: -2
Relative energy (zero: lowest compared OMol25 entry of this formula, charge and spin): 0.078 eV
E_tot: -121897.75617 eV

Structure (XYZ):
```
58
C17H30BrN5O2PdSSi, DFT ωB97M-V/def2-TZVPD
Pd 1.568 -0.372 -0.824
N 3.063 -1.088 1.980
N 3.728 -1.653 0.836
C 3.437 -0.928 -0.384
N 4.083 -1.717 -1.435
S 3.672 0.838 -0.398
H 3.079 -1.808 2.695
H 2.081 -0.901 1.741
H 3.345 -2.576 0.647
H 5.081 -1.515 -1.387
H 3.755 -1.344 -2.317
Br -4.758 0.714 -1.872
C -3.464 1.421 -3.081
C -3.954 1.813 -4.323
C -3.090 2.311 -5.282
C -1.731 2.392 -5.001
C -1.260 1.976 -3.770
C -2.112 1.498 -2.770
C -1.463 1.123 -1.420
O -2.161 1.256 -0.404
O -0.270 0.765 -1.531
H -5.012 1.719 -4.528
H -3.478 2.621 -6.245
H -1.038 2.766 -5.746
H -0.205 1.992 -3.530
C 1.338 -3.991 -0.245
Si 0.486 -2.422 -0.958
C 0.049 -2.996 -2.737
C -1.217 -2.473 -0.082
H 0.711 -4.879 -0.403
H 1.510 -3.891 0.832
H 2.304 -4.163 -0.731
H -0.527 -3.931 -2.730
H 0.959 -3.156 -3.322
H -0.543 -2.231 -3.248
H -1.741 -3.417 -0.285
H -1.859 -1.646 -0.397
H -1.089 -2.378 1.002
C -0.998 0.267 2.596
C -1.727 1.450 3.286
N -0.762 2.474 3.706
C 0.236 1.847 4.579
C 1.001 0.730 3.812
N 0.427 0.571 2.486
C 0.592 1.812 1.727
C -0.079 2.978 2.502
H -1.388 0.107 1.591
H -1.107 -0.660 3.169
H -2.284 1.124 4.171
H -2.432 1.915 2.593
H -0.289 1.447 5.453
H 0.920 2.627 4.931
H 0.936 -0.229 4.337
H 2.060 0.967 3.689
H 0.130 1.668 0.753
H 1.660 1.970 1.565
H -0.825 3.480 1.882
H 0.653 3.726 2.823
```



(5)
# C43H92Br2N11O2

9 unconnected molecules or ions with the total composition C43H92Br2N11O2 in a non-equilibrium geometry (ωB97M-V/def2-TZVPD, the OMol25 dataset).

2S+1: 1
Orbital gap: 6.36 eV
Net charge: +5
E_tot: -206605.36280 eV

Structure (XYZ):
```
150
C43H92Br2N11O2, DFT ωB97M-V/def2-TZVPD
C -0.729 -3.947 -4.552
C 0.654 -4.460 -5.049
N 0.603 -4.943 -6.426
C 1.146 -4.295 -7.498
C 0.577 -4.845 -8.627
N -0.057 -6.062 -8.220
C -0.099 -6.037 -6.818
C -0.437 -7.073 -9.177
H -0.627 -3.476 -3.574
H -1.539 -4.676 -4.557
H -1.010 -3.130 -5.217
H 0.989 -5.371 -4.553
H 1.449 -3.749 -4.824
H 1.696 -3.380 -7.330
H 0.622 -4.578 -9.672
H -0.565 -6.767 -6.173
H -0.487 -6.715 -10.205
H -1.437 -7.424 -8.921
H 0.337 -7.838 -9.238
C 0.180 0.584 -10.634
C 0.270 -0.845 -9.947
N -1.041 -1.236 -9.440
C -1.318 -1.754 -8.162
C -2.688 -2.130 -8.150
N -3.233 -1.822 -9.393
C -2.228 -1.217 -10.122
C -4.650 -1.978 -9.838
H -0.460 0.495 -11.512
H 1.053 1.027 -11.113
H -0.164 1.232 -9.828
H 0.958 -0.794 -9.103
H 0.709 -1.527 -10.676
H -0.554 -1.964 -7.429
H -3.324 -2.728 -7.514
H -2.337 -0.800 -11.112
H -4.728 -1.259 -10.653
H -5.365 -1.844 -9.026
H -4.729 -3.002 -10.201
C 4.716 -3.481 -5.590
C 5.234 -4.520 -4.627
N 4.559 -5.789 -4.889
C 4.721 -6.563 -5.992
C 3.906 -7.718 -5.938
N 3.243 -7.626 -4.701
C 3.594 -6.416 -4.094
C 2.268 -8.573 -4.293
H 3.653 -3.239 -5.614
H 4.861 -3.909 -6.582
H 5.246 -2.536 -5.474
H 5.105 -4.335 -3.561
H 6.314 -4.611 -4.741
H 5.348 -6.232 -6.807
H 3.776 -8.591 -6.560
H 3.242 -5.991 -3.165
H 2.269 -9.361 -5.047
H 1.296 -8.081 -4.323
H 2.395 -8.947 -3.277
C -6.443 -4.959 -2.307
C -4.943 -5.387 -2.546
N -3.990 -4.745 -1.653
C -2.582 -4.714 -1.815
C -2.005 -3.982 -0.750
N -3.089 -3.589 0.012
C -4.260 -3.989 -0.554
C -2.915 -2.911 1.325
H -6.737 -5.189 -1.283
H -7.118 -5.556 -2.921
H -6.657 -3.903 -2.472
H -4.743 -5.214 -3.603
H -4.895 -6.466 -2.398
H -2.134 -5.261 -2.631
H -0.952 -3.837 -0.556
H -5.227 -3.913 -0.080
H -1.947 -3.000 1.819
H -3.657 -3.346 1.995
H -3.200 -1.870 1.170
C -1.511 -0.901 -2.048
C -1.947 0.253 -1.133
C -3.310 0.931 -1.536
C -4.514 0.050 -1.190
N -5.853 0.585 -1.738
C -6.887 -0.564 -1.822
C -7.939 -0.038 -2.822
C -7.237 0.896 -3.749
C -5.798 1.040 -3.204
C -6.387 1.760 -0.777
H -2.229 -1.708 -2.198
H -0.686 -1.402 -1.541
H -1.230 -0.533 -3.035
H -1.210 1.053 -1.201
H -2.076 -0.094 -0.108
H -3.259 1.229 -2.583
H -3.449 1.846 -0.960
H -4.548 -0.062 -0.106
H -4.459 -0.941 -1.639
H -7.261 -0.751 -0.816
H -6.337 -1.379 -2.293
H -8.683 0.546 -2.280
H -8.523 -0.829 -3.292
H -7.712 1.867 -3.890
H -7.191 0.486 -4.758
H -5.377 2.038 -3.076
H -5.115 0.338 -3.682
H -7.330 2.122 -1.188
H -5.653 2.563 -0.707
H -6.501 1.289 0.199
C -4.034 -6.621 -9.249
N -4.739 -7.368 -8.078
C -5.758 -8.311 -8.628
C -3.660 -8.260 -7.444
C -5.394 -6.272 -7.154
C -5.973 -6.716 -5.849
O -7.119 -7.430 -6.086
H -3.177 -6.054 -8.887
H -4.751 -5.969 -9.747
H -3.676 -7.413 -9.908
H -6.542 -7.779 -9.167
H -6.234 -8.973 -7.905
H -5.159 -8.922 -9.304
H -2.929 -7.612 -6.960
H -3.213 -8.890 -8.214
H -4.079 -8.854 -6.632
H -6.112 -5.705 -7.746
H -4.520 -5.626 -7.068
H -6.251 -5.844 -5.256
H -5.234 -7.176 -5.193
H -6.882 -8.358 -6.015
C 1.551 -11.700 -11.136
N 2.198 -10.427 -11.685
C 3.352 -10.898 -12.558
C 1.100 -9.832 -12.615
C 2.691 -9.521 -10.555
C 3.123 -8.054 -11.013
O 2.047 -7.232 -11.300
H 2.120 -12.139 -10.316
H 1.523 -12.432 -11.943
H 0.466 -11.625 -11.065
H 3.902 -10.095 -13.049
H 2.921 -11.572 -13.297
H 4.097 -11.412 -11.951
H 0.589 -10.559 -13.247
H 1.564 -9.130 -13.308
H 0.411 -9.367 -11.910
H 3.564 -9.997 -10.107
H 1.922 -9.389 -9.795
H 3.835 -7.992 -11.836
H 3.659 -7.684 -10.139
H 2.407 -6.343 -11.336
Br -2.334 -7.844 -4.222
Br 1.857 -0.862 -6.045
```



(6)
# C2H10N4S

A gas-phase ion, C2H10N4S (charge +2) in a non-equilibrium geometry (ωB97M-V/def2-TZVPD, the OMol25 dataset).

2S+1: 1
Orbital gap: 8.04 eV
Net charge: +2
Relative energy (zero: lowest compared OMol25 entry of this formula, charge and spin): 1.914 eV
E_tot: -19011.07217 eV

Structure (XYZ):
```
17
C2H10N4S, DFT ωB97M-V/def2-TZVPD
C 0.389 0.088 -1.471
C 0.279 -0.086 1.025
N 0.283 0.647 -0.261
N 0.213 -1.516 -3.136
N 0.348 -1.197 -1.811
N -0.719 0.493 1.920
S -0.332 1.801 2.907
H -0.366 0.977 4.067
H 0.620 0.794 -2.276
H 0.163 -1.215 0.836
H 1.235 -0.066 1.495
H 0.458 1.706 -0.073
H 0.279 -0.738 -3.790
H 0.366 -2.389 -3.517
H 0.063 -1.929 -1.164
H -1.809 0.153 1.956
H -1.469 2.477 3.293
```



(7)
# H3O6

A molecular structure, H3O6 in a non-equilibrium geometry (ωB97M-V/def2-TZVPD, the OMol25 dataset).

2S+1: 1
Orbital gap (alpha / beta): 8.79 / 8.79 eV
Net charge: +1
Relative energy (zero: lowest compared OMol25 entry of this formula, charge and spin): 1.365 eV
E_tot: -12310.71901 eV

Structure (XYZ):
```
9
H3O6, DFT ωB97M-V/def2-TZVPD
O 1.821 -0.301 0.371
O -1.622 -0.457 0.768
O 0.212 1.525 -0.209
O 0.991 -0.956 -0.305
O -1.337 -0.239 -0.677
O -0.133 0.179 -1.037
H 2.575 -0.003 -0.174
H -2.390 -0.977 0.606
H -0.117 1.228 0.657
```



(8)
# C5H5F3O3S

A molecular structure, C5H5F3O3S in a non-equilibrium geometry (ωB97M-V/def2-TZVPD, the OMol25 dataset).

2S+1: 1
Orbital gap: 9.38 eV
Net charge: 0
Relative energy (zero: lowest compared OMol25 entry of this formula, charge and spin): 0.000 eV
E_tot: -30392.31507 eV

Structure (XYZ):
```
17
C5H5F3O3S, DFT ωB97M-V/def2-TZVPD
C -1.176 0.144 0.163
C 1.303 -0.205 1.339
C 1.815 -0.798 -0.713
C 0.650 0.747 0.333
C -2.081 1.102 -0.572
O -2.649 -1.895 -0.149
O 1.586 -1.355 0.515
O 1.221 0.442 -0.868
F -3.220 1.299 0.008
F -2.218 0.706 -1.899
F -1.368 2.242 -0.572
S -1.375 -1.431 0.415
H 2.187 0.087 1.792
H 0.669 -0.680 2.096
H 2.767 -0.684 -0.978
H 1.270 -1.440 -1.459
H 0.619 1.720 0.548
```